(1)
Computed, not measured: an isolated ion of composition C5H10NO2 and charge -1, with ωB97M-V/def2-TZVPD.

Output
Strongest force on any atom ... 1.63 eV/A
Charge ... -1
Structure (SMILES) ... N[C@@H](C=O)CCC[O-]
DFT total energy ... -401.71961 hartree
Gap between HOMO and LUMO ... 6.09 eV
ΔE to the lowest compared entry with this formula, charge and spin ... 67.3 kcal per mole

Geometry as XYZ:
```
18
C5H10NO2, DFT ωB97M-V/def2-TZVPD
N -0.29086 -1.17264 -1.96798
C -0.53821 -0.47428 -0.72279
C -1.69989 -1.06012 0.04812
O -2.42250 -1.93406 -0.38932
C 0.69134 -0.57297 0.23519
C 1.40078 0.74426 0.44633
C 0.47611 1.83555 1.11127
O 0.43127 2.96985 0.41622
H -0.96341 -0.84582 -2.66012
H -0.57661 -2.14118 -1.83537
H -0.69675 0.60320 -0.81424
H -1.86827 -0.74487 1.09053
H 1.32529 -1.36080 -0.17996
H 0.41760 -0.96236 1.22277
H 1.69719 1.25059 -0.46480
H 2.28487 0.58232 1.08704
H 0.85771 1.97365 2.15789
H -0.52567 1.30966 1.21921
```

=====

(2)
Computed, not measured: an isolated ion of composition C5H10NO2 and charge -1, with ωB97M-V/def2-TZVPD.

Output
Strongest force on any atom ... 3.85 eV/A
Charge ... -1
Structure (SMILES) ... CC(C)[C@@H](O)/C=N/[O-]
DFT total energy ... -401.65923 hartree
Gap between HOMO and LUMO ... 6.53 eV
ΔE to the lowest compared entry with this formula, charge and spin ... 105.2 kcal per mole

Geometry as XYZ:
```
18
C5H10NO2, DFT ωB97M-V/def2-TZVPD
C -0.90434 0.30140 1.46631
C -0.89560 0.30457 -0.08385
C -1.51983 -0.97545 -0.69833
C 0.60204 0.58245 -0.65495
O 1.05856 1.78253 -0.14805
C 1.59902 -0.46705 -0.49956
N 2.59016 -0.14826 0.24343
O 3.69780 -0.85398 0.33091
H -0.28378 -0.55127 1.80165
H -2.05140 0.26834 1.66096
H -0.75144 1.34237 1.76110
H -1.67683 1.15868 -0.25662
H -1.98255 -1.58628 0.12643
H -2.53186 -0.81553 -1.22497
H -0.73277 -1.35332 -1.36834
H 0.39611 0.76261 -1.72106
H 1.68638 1.45907 0.51977
H 1.70032 -1.21089 -1.25484
```

=====

(3)
Computed, not measured: a 2-piece molecular cluster, C5H10NO2 overall, with ωB97M-V/def2-TZVPD.

Output
Strongest force on any atom ... 3.07 eV/A
Multiplicity ... 2
DFT total energy ... -401.52245 hartree
Gap between HOMO and LUMO (alpha / beta) ... 7.53 / 7.52 eV
ΔE to the lowest compared entry with this formula, charge and spin ... 108.5 kcal per mole

Geometry as XYZ:
```
18
C5H10NO2, DFT ωB97M-V/def2-TZVPD
C -1.35776 -0.14492 1.44276
C -1.97942 0.21605 0.08226
N -3.12857 -0.48108 -0.42849
C 1.70317 0.80733 -1.58449
C 1.73006 -0.37191 -0.81025
C 1.92725 -0.24183 0.69134
O 2.72373 0.66754 0.98491
O 1.46019 -1.14978 1.38646
H -0.61875 0.48277 1.95032
H -0.81808 -1.05800 1.18928
H -2.20448 -0.40134 2.10099
H -1.17054 0.20786 -0.67555
H -2.28650 1.25581 0.22960
H -2.83896 -1.45103 -0.59377
H 1.19068 0.87862 -2.52933
H 2.80301 0.47438 -1.38011
H 1.49896 1.67255 -0.96511
H 1.36603 -1.36303 -1.09080
```

=====

(4)
Computed, not measured: a 2-piece molecular cluster, C5H10NO2 overall, with ωB97M-V/def2-TZVPD.

Output
Strongest force on any atom ... 5.02 eV/A
Charge ... +1
DFT total energy ... -401.33831 hartree
Gap between HOMO and LUMO ... 8.20 eV
ΔE to the lowest compared entry with this formula, charge and spin ... 117.1 kcal per mole

Geometry as XYZ:
```
18
C5H10NO2, DFT ωB97M-V/def2-TZVPD
C -0.19099 -0.52156 0.32376
C -0.28814 0.77576 0.68344
C 1.04409 -1.19267 -1.89345
C -1.35986 1.53608 1.54821
C 2.26651 -0.50158 -1.68431
N -1.36153 -1.36093 0.64624
O 0.33926 -1.97991 -2.40825
O 0.79866 1.49449 0.31004
H -0.94499 2.63974 1.47531
H -1.47916 1.05890 2.62354
H -2.27611 1.40280 0.95256
H 2.55166 0.23387 -2.48921
H 3.14327 -1.14109 -1.68725
H 2.11947 0.11049 -0.76623
H -1.56457 -1.66525 1.59400
H -1.34675 -2.27633 0.11764
H -2.12589 -1.02112 0.09409
H 0.67509 2.40832 0.55988
```

=====

(5)
Computed, not measured: one molecule with the formula C5H10NO2P, with ωB97M-V/def2-TZVPD.

Output
Strongest force on any atom ... 6.96 eV/A
Structure (SMILES) ... CO[P@]1(=O)C=CCN1C
DFT total energy ... -743.02054 hartree
Gap between HOMO and LUMO ... 9.15 eV
ΔE to the lowest compared entry with this formula, charge and spin ... 61.5 kcal per mole

Geometry as XYZ:
```
19
C5H10NO2P, DFT ωB97M-V/def2-TZVPD
C 0.80597 -2.68580 -0.88294
O 0.36833 -1.36289 -1.20212
P -0.50185 -0.53313 -0.17428
O -0.99099 -1.77199 1.38125
C -1.72522 0.44918 -1.03814
C -1.56760 1.72240 -0.69268
C -0.40959 2.01557 0.20418
N 0.37463 0.80311 0.29222
C 1.36090 0.69419 1.34295
H 0.37058 -2.97709 0.07791
H 1.89470 -2.69170 -0.82688
H 0.46947 -3.35846 -1.67076
H -2.51630 0.03966 -1.63863
H -2.19919 2.53478 -1.01702
H 0.20462 2.83409 -0.19196
H -0.78226 2.33029 1.19101
H 1.01076 1.15128 2.27076
H 1.53612 -0.36379 1.53495
H 2.29690 1.17030 1.04018
```

=====

(6)
Computed, not measured: an isolated ion of composition C5H10NO2S and charge +1, with ωB97M-V/def2-TZVPD.

Output
Strongest force on any atom ... 4.95 eV/A
Charge ... +1
Structure (SMILES) ... C=CS(=O)(=O)[N+]1(C)CC1
DFT total energy ... -799.54469 hartree
Gap between HOMO and LUMO ... 11.59 eV
ΔE to the lowest compared entry with this formula, charge and spin ... 91.3 kcal per mole

Geometry as XYZ:
```
19
C5H10NO2S, DFT ωB97M-V/def2-TZVPD
C -3.11530 1.21533 0.12942
C -2.11022 0.69489 -0.53623
S -1.35231 -0.84639 -0.01279
O -1.58165 -1.10961 1.35061
O -1.45419 -1.80071 -1.02906
N 0.58110 -0.61775 0.09169
C 0.96311 0.71821 0.26952
C 1.37366 -1.64557 -0.49796
C 1.06053 -1.70509 0.92655
H -3.66690 2.03789 -0.24101
H -3.38002 0.96180 1.15864
H -1.80209 0.99917 -1.48338
H 0.21050 1.30688 0.94941
H 1.94253 0.73073 0.67017
H 0.96111 1.26568 -0.59634
H 2.31385 -1.35296 -1.04045
H 0.92465 -2.46958 -1.19389
H 0.44086 -2.38434 1.37340
H 1.91634 -1.45758 1.51145
```

=====

(7)
Computed, not measured: a 2-piece molecular cluster, C5H10NO3 overall, with ωB97M-V/def2-TZVPD.

Output
Strongest force on any atom ... 3.92 eV/A
Charge ... -1
DFT total energy ... -477.05601 hartree
Gap between HOMO and LUMO ... 7.48 eV
ΔE to the lowest compared entry with this formula, charge and spin ... 28.8 kcal per mole

Geometry as XYZ:
```
19
C5H10NO3, DFT ωB97M-V/def2-TZVPD
C -4.25289 -1.16380 -0.02732
C -2.69298 -1.06811 -0.33274
O -2.01404 -1.92165 0.28785
O -2.37691 -0.22775 -1.19094
H -4.45407 -0.97465 1.02866
H -4.44016 -2.23845 -0.07559
H -4.92830 -0.62211 -0.67214
C 1.50319 0.56227 0.86955
C 0.44621 1.45220 0.21645
C 2.86234 0.89945 0.29138
O 3.37707 1.91792 -0.08866
N 3.49829 -0.31305 -0.03185
H 1.33496 0.61848 1.96324
H 1.10310 -0.46202 0.73278
H 0.45293 1.26785 -0.85172
H 0.58084 2.51753 0.44624
H 4.25652 -0.15307 -0.68387
H 3.14045 -1.25428 -0.04978
H -0.59435 1.28965 0.48957
```

=====

Q: Number 2 is which compound?
A: C5H10NO2

=====

Q: Among the records above, which one has the highest ΔE to the lowest compared entry with this formula, charge and spin?
A: number 4